Record 1
ORCA calculation (ωB97M-V/def2-TZVPD) on C32H23N2O8PdSi as an isolated structure in a non-equilibrium geometry.

XYZ file:
```
67
Properties=species:S:1:pos:R:3
Pd 0.269 0.561 -1.207
C -2.582 4.162 2.381
O -1.979 3.554 1.263
C -2.792 2.822 0.448
C -4.161 2.768 0.555
C -4.917 1.993 -0.340
C -4.281 1.290 -1.327
C -2.877 1.314 -1.440
C -2.278 0.555 -2.515
N -1.042 0.233 -2.602
N -0.608 -0.493 -3.695
C 0.642 -0.847 -3.538
O 1.411 -0.494 -2.573
C 1.236 -1.704 -4.607
C 0.473 -2.168 -5.674
C 1.053 -2.961 -6.651
C 2.397 -3.300 -6.571
C 3.160 -2.843 -5.505
C 2.581 -2.049 -4.527
C -2.100 2.072 -0.546
O -0.799 2.169 -0.609
H -1.779 4.642 2.937
H -3.071 3.421 3.021
H -3.314 4.920 2.085
H -4.670 3.314 1.337
H -5.993 1.950 -0.237
H -4.849 0.687 -2.026
H -2.920 0.204 -3.319
H -0.573 -1.900 -5.721
H 0.452 -3.322 -7.477
H 2.847 -3.923 -7.334
H 4.207 -3.109 -5.434
H 3.155 -1.689 -3.684
O -2.738 -3.979 3.543
C -2.141 -3.226 2.822
C -1.289 -3.620 1.608
O -1.063 -4.741 1.236
C -0.750 -2.333 1.024
C -1.279 -1.293 1.813
O -1.030 0.026 1.579
C -2.073 -1.710 2.925
O -2.578 -1.029 3.806
O 0.036 -2.256 0.071
C 3.545 2.241 -0.893
C 2.773 3.171 -0.190
C 1.771 2.746 0.650
C 1.516 1.373 0.850
C 2.299 0.454 0.135
C 3.303 0.896 -0.742
Si 0.256 0.890 2.175
C 1.066 -0.131 3.507
C 1.066 0.315 4.829
C 1.631 -0.445 5.844
C 2.197 -1.676 5.552
C 2.200 -2.143 4.244
C 1.643 -1.376 3.233
H 4.318 2.580 -1.572
H 2.951 4.231 -0.324
H 1.145 3.473 1.155
H 2.174 -0.612 0.287
H 3.869 0.167 -1.306
H -0.239 2.150 2.756
H 0.605 1.266 5.071
H 1.614 -0.083 6.865
H 2.626 -2.278 6.344
H 2.628 -3.111 4.013
H 1.645 -1.768 2.222
```

Properties
**LUMO energy**: 2.0 eV
**Strongest force on any atom**: 1.37 eV/A
**HOMO level**: -4.97 eV
**Total charge**: -1
**Electronic energy**: -2362.1320 a.u.

Results of the Mulliken charge analysis, in e, for atoms 1 through 8: number 1, Pd, carries 1.02; number 2, C, carries -1.16; number 3, O, carries -0.29; number 4, C, carries 0.79; number 5, C, carries -0.65; number 6, C, carries -0.90; number 7, C, carries -0.99; number 8, C, carries 0.82



Record 2
ORCA calculation (ωB97M-V/def2-TZVPD) on one molecule with the formula C14H16N4O5 in a non-equilibrium geometry.

XYZ file:
```
39
Properties=species:S:1:pos:R:3
C 4.698 4.457 -2.726
H 3.783 4.618 -3.305
O 4.416 4.234 -1.365
C 3.663 3.152 -1.026
C 3.134 2.230 -1.923
C 2.382 1.161 -1.468
C 2.144 0.994 -0.112
C 2.672 1.918 0.788
C 3.420 2.981 0.338
H 3.833 3.700 1.027
H 2.492 1.798 1.847
N 1.391 -0.071 0.405
C 0.754 -1.057 -0.263
O 0.695 -1.225 -1.457
O 0.133 -1.867 0.637
C -0.599 -2.960 0.102
H 0.023 -3.520 -0.602
H -0.843 -3.584 0.963
C -1.884 -2.512 -0.623
N -2.496 -1.397 0.053
C -2.533 -0.116 -0.384
N -3.034 0.700 0.527
C -3.329 -0.049 1.595
C -3.004 -1.371 1.339
N -3.220 -2.480 2.161
O -3.628 -2.258 3.286
O -3.008 -3.597 1.713
H -3.761 0.363 2.485
C -2.121 0.329 -1.734
H -2.195 1.411 -1.771
H -2.781 -0.097 -2.491
H -1.100 0.029 -1.962
H -2.573 -3.359 -0.649
H -1.643 -2.194 -1.637
H 1.305 -0.105 1.412
H 1.983 0.451 -2.174
H 3.300 2.328 -2.984
H 5.306 5.360 -2.755
H 5.264 3.627 -3.161
```

Properties
**LUMO energy**: -0.3 eV
**Strongest force on any atom**: 1.47 eV/A
**SMILES**: COc1ccc(NC(=O)OCCn2c([N+](=O)[O-])cnc2C)cc1
**HOMO level**: -8.21 eV
**Total charge**: 0
**Electronic energy**: -1138.2498 a.u.

Results of the Mulliken charge analysis, in e, for atoms 1 through 8: number 1, C, carries -0.82; number 2, H, carries 0.33; number 3, O, carries -0.45; number 4, C, carries 0.69; number 5, C, carries -0.39; number 6, C, carries -0.63; number 7, C, carries 0.46; number 8, C, carries -0.60



Record 3
ORCA calculation (ωB97M-V/def2-TZVPD) on C11H19AlClIN3O3P as an isolated structure in a non-equilibrium geometry.

XYZ file:
```
40
Properties=species:S:1:pos:R:3
C -0.170 -2.164 -1.091
C 0.633 -0.895 -1.124
H 0.432 -2.959 -1.584
H -1.115 -2.050 -1.653
H -0.398 -2.501 -0.063
O 1.620 -0.682 -0.379
I 1.364 3.163 -0.276
Al -1.205 0.278 0.808
P 0.211 0.242 -2.523
C 1.828 0.790 -3.017
C -0.625 -0.750 -3.775
H -1.885 1.390 -2.029
H -0.936 2.091 -3.397
H -0.471 2.451 -1.725
C -0.882 1.667 -2.388
H -1.672 -0.930 -3.490
H -0.625 -0.172 -4.704
H 1.856 0.939 -4.099
H 2.557 0.026 -2.717
H -0.129 -1.708 -3.962
H 2.029 1.727 -2.472
C 0.734 1.225 1.017
O 1.566 0.926 1.802
Cl -2.837 -0.126 -0.482
C -2.057 0.557 5.194
N -1.140 -0.267 4.368
C -0.294 -1.236 4.877
C 0.518 -1.954 4.048
C 0.428 -1.798 2.652
N -0.500 -0.928 2.176
C -1.122 -0.070 3.056
O -1.726 0.927 2.462
N 1.204 -2.447 1.767
H -2.583 1.259 4.535
H -1.489 1.097 5.961
H -2.783 -0.089 5.699
H -0.311 -1.331 5.963
H 1.237 -2.646 4.484
H 1.908 -3.086 2.136
H 1.511 -1.900 0.945
```

Properties
**LUMO energy**: -8.1 eV
**Strongest force on any atom**: 3.67 eV/A
**HOMO level**: -14.59 eV
**Total charge**: +2
**Electronic energy**: -2161.7922 a.u.

Results of the Mulliken charge analysis, in e, for atoms 1 through 8: number 1, C, carries -1.40; number 2, C, carries 0.46; number 3, H, carries 0.43; number 4, H, carries 0.40; number 5, H, carries 0.38; number 6, O, carries -0.59; number 7, I, carries -0.15; number 8, Al, carries 0.58



Record 4
ORCA calculation (ωB97M-V/def2-TZVPD) on a 2-piece molecular cluster, C9H14O overall in a non-equilibrium geometry.

XYZ file:
```
24
Properties=species:S:1:pos:R:3
C -2.454 -2.245 -1.658
C -2.146 -3.359 -0.686
H -2.790 -1.309 -1.211
H -1.511 -1.979 -2.146
H -3.159 -2.474 -2.460
H -2.228 -4.311 -1.201
H -2.813 -3.478 0.184
H -1.175 -3.258 -0.197
C 1.578 -1.274 -1.226
C 1.374 2.144 0.335
C 1.894 1.056 -0.390
C 0.233 1.957 1.090
C 1.265 -0.164 -0.321
C -0.457 0.736 1.170
C 0.180 -0.340 0.567
O -0.347 2.971 1.862
H 1.875 3.099 0.424
H 2.691 1.284 -1.088
H -0.334 3.756 1.306
H -1.374 0.838 1.723
H 1.885 -2.173 -0.636
H 2.386 -1.136 -1.938
H -0.065 -1.365 0.835
H 0.725 -1.823 -1.604
```

Properties
**LUMO energy**: 0.9 eV
**Strongest force on any atom**: 3.21 eV/A
**SMILES**: Cc1ccc(O)cc1.CC
**HOMO level**: -8.44 eV
**Total charge**: 0
**Electronic energy**: -426.5350 a.u.

Results of the Mulliken charge analysis, in e, for atoms 1 through 8: number 1, C, carries -0.71; number 2, C, carries -0.81; number 3, H, carries 0.24; number 4, H, carries 0.16; number 5, H, carries 0.35; number 6, H, carries 0.31; number 7, H, carries 0.29; number 8, H, carries 0.20



Record 5
ORCA calculation (ωB97M-V/def2-TZVPD) on a 9-piece molecular cluster, C37H46F24N2O17P overall in a non-equilibrium geometry.

XYZ file:
```
127
Properties=species:S:1:pos:R:3
C -1.603 -2.035 9.020
C -1.976 -1.235 8.205
C -2.418 -0.305 7.159
C -1.277 0.256 6.295
O -0.573 1.225 7.242
C 0.662 1.043 7.535
N 1.754 0.853 7.860
P -0.210 -1.012 5.678
N 0.801 -0.538 4.540
H -1.173 -2.749 9.684
H -3.134 -0.802 6.511
H -2.903 0.526 7.671
H -1.155 -1.958 5.220
H 0.517 -1.698 6.686
H 1.737 -0.784 4.848
C 1.447 1.180 1.975
C 1.085 2.089 0.824
O 0.950 1.361 -0.428
C -0.227 0.802 -0.631
O -1.188 0.838 0.077
C -0.275 0.113 -2.006
F 0.813 -0.621 -2.261
F -0.382 1.035 -2.984
F -1.338 -0.682 -2.084
H 2.356 0.621 1.743
H 1.612 1.756 2.882
H 0.666 0.454 2.188
H 1.879 2.813 0.643
H 0.169 2.645 1.020
C -4.361 -0.700 -2.195
C -5.567 -0.206 -1.431
O -6.794 -0.521 -2.133
C -7.279 -1.734 -1.953
O -6.831 -2.606 -1.271
C -8.589 -1.884 -2.749
F -8.484 -1.366 -3.977
F -9.591 -1.251 -2.119
F -8.926 -3.165 -2.870
H -4.367 -0.302 -3.212
H -3.456 -0.384 -1.695
H -4.362 -1.788 -2.264
H -5.555 0.879 -1.351
H -5.600 -0.612 -0.422
C -2.850 4.440 -5.131
C -2.231 3.602 -4.034
O -1.892 4.410 -2.891
C -2.877 4.659 -2.040
O -4.009 4.290 -2.124
C -2.330 5.469 -0.850
F -1.522 6.455 -1.259
F -1.631 4.652 -0.059
F -3.319 6.009 -0.149
H -2.187 5.262 -5.400
H -3.028 3.828 -6.015
H -3.798 4.867 -4.808
H -1.292 3.164 -4.364
H -2.889 2.789 -3.729
C 3.129 1.623 -2.734
C 3.040 1.179 -4.176
O 3.498 2.215 -5.079
C 4.799 2.288 -5.281
O 5.649 1.591 -4.815
C 5.097 3.414 -6.289
F 4.387 4.514 -6.022
F 4.785 3.009 -7.530
F 6.387 3.734 -6.268
H 2.584 2.556 -2.587
H 2.708 0.867 -2.083
H 4.165 1.795 -2.440
H 2.006 0.997 -4.456
H 3.600 0.262 -4.351
C 1.476 1.897 12.462
C 0.226 2.628 12.903
O -0.940 2.088 12.257
C -1.473 1.011 12.811
O -1.101 0.452 13.800
C -2.699 0.573 11.990
F -2.437 0.640 10.694
F -3.743 1.379 12.261
F -3.052 -0.669 12.304
H 1.565 1.915 11.376
H 2.358 2.366 12.896
H 1.448 0.854 12.774
H 0.264 3.672 12.600
H 0.100 2.597 13.984
C 8.894 -0.732 -5.310
C 9.659 -1.728 -4.467
O 10.138 -1.122 -3.251
C 9.270 -1.063 -2.252
O 8.146 -1.461 -2.252
C 9.945 -0.427 -1.022
F 10.670 0.643 -1.363
F 10.764 -1.318 -0.445
F 9.037 -0.053 -0.131
H 9.507 0.148 -5.507
H 8.604 -1.173 -6.255
H 7.993 -0.393 -4.798
H 10.549 -2.071 -4.990
H 9.055 -2.604 -4.233
C 7.390 -4.548 -11.210
C 8.143 -5.543 -10.355
O 8.560 -4.948 -9.111
C 7.652 -4.922 -8.147
O 6.535 -5.337 -8.200
C 8.265 -4.297 -6.881
F 8.987 -3.206 -7.175
F 9.076 -5.178 -6.280
F 7.317 -3.950 -6.020
H 7.991 -3.653 -11.372
H 7.149 -4.990 -12.176
H 6.461 -4.243 -10.729
H 9.062 -5.856 -10.846
H 7.549 -6.434 -10.158
C -11.838 -1.727 0.174
C -11.392 -2.721 1.223
O -10.883 -2.048 2.391
C -11.788 -1.645 3.267
O -12.973 -1.782 3.192
C -11.087 -0.987 4.470
F -10.112 -0.167 4.075
F -10.554 -1.932 5.254
F -11.960 -0.288 5.189
H -11.026 -1.045 -0.074
H -12.147 -2.247 -0.732
H -12.675 -1.129 0.533
H -10.565 -3.324 0.854
H -12.197 -3.396 1.506
```

Properties
**LUMO energy**: 1.4 eV
**Strongest force on any atom**: 1.45 eV/A
**HOMO level**: -3.79 eV
**Total charge**: -1
**Electronic energy**: -5564.2478 a.u.

Results of the Mulliken charge analysis, in e, for atoms 1 through 8: number 1, C, carries -0.31; number 2, C, carries 0.02; number 3, C, carries -0.63; number 4, C, carries -0.32; number 5, O, carries -0.31; number 6, C, carries 0.55; number 7, N, carries -0.58; number 8, P, carries -0.06